1.
Below is an isolated ion of composition C5H9ClN and charge +1, with properties calculated with ωB97M-V with the def2-TZVPD basis set.

Geometry (Å):
1 C 0.22 1.23 -1.08
2 C 0.70 0.05 1.26
3 C -0.55 -1.23 -0.35
4 C 0.00 1.07 0.39
5 C -0.90 0.43 -0.60
6 N 0.68 -1.18 0.40
7 Cl -2.58 0.81 -0.85
8 H -0.05 2.29 -1.38
9 H 1.17 0.90 -1.57
10 H 1.56 0.52 1.71
11 H -0.06 -0.25 2.01
12 H -1.43 -1.75 -0.10
13 H -0.23 -1.53 -1.32
14 H -0.51 1.92 0.83
15 H 1.33 -1.28 -0.36
16 H 0.65 -2.00 0.99

Its charge is +1. The SMILES is Cl[C@]12C[NH2+]C[C@H]1C2. Its energy relative to the best compared isomer or geometry (same formula, charge and spin) is 140.06 kJ/mol. The HOMO-LUMO gap comes out at 10.5 eV.

2.
Below is a 2-piece molecular cluster, C6H9O2 overall, with properties calculated with ωB97M-V with the def2-TZVPD basis set.

Geometry (Å):
1 O 2.23 -0.93 -0.54
2 C 1.30 -0.74 -1.35
3 O 1.30 -1.10 -2.56
4 C 0.03 0.00 -0.88
5 C -0.18 0.05 0.62
6 C -1.22 0.92 1.21
7 C -1.26 2.28 0.77
8 C -2.11 0.29 2.06
9 H -0.80 -0.59 -1.30
10 H -0.07 1.01 -1.29
11 H 0.76 -0.23 1.11
12 H 0.39 -3.05 1.46
13 H -0.25 2.62 0.56
14 H -2.06 2.87 0.34
15 H -3.10 0.73 2.23
16 H -1.79 -0.59 2.59
17 H 0.63 -3.06 2.17

Its charge is -2. The expectation value of S² is 0.765. Its energy relative to the best compared isomer or geometry (same formula, charge and spin) is 146.84 kJ/mol. The HOMO-LUMO gap (spin up / spin down) comes out at 5.1 / 5.1 eV. The spin multiplicity is 2.

3.
Below is a 3-piece molecular cluster, C5H18N4 overall, with properties calculated with ωB97M-V with the def2-TZVPD basis set.

Geometry (Å):
1 C 0.33 -1.68 -1.17
2 C 1.21 1.43 1.00
3 N -0.94 -2.29 -1.52
4 N 0.16 -0.20 -1.24
5 N 1.84 1.47 -0.17
6 H 1.07 -1.95 -1.92
7 H -0.80 -3.21 -1.92
8 H -1.50 -2.40 -0.68
9 H -0.41 0.21 -0.41
10 H -0.29 0.05 -2.11
11 H 1.09 0.43 -1.01
12 H 1.84 2.42 -0.55
13 H 1.10 2.33 1.61
14 H 1.31 0.51 1.57
15 C 0.86 -2.07 0.22
16 C -1.01 1.36 0.89
17 C -1.30 2.59 0.03
18 N -0.19 -1.94 1.22
19 H -0.37 -0.97 1.46
20 H 0.04 -2.44 2.07
21 H 1.76 -1.47 0.43
22 H 1.16 -3.11 0.17
23 H -1.78 0.59 0.72
24 H -1.11 1.59 1.95
25 H -0.69 3.44 0.35
26 H -2.35 2.91 0.05
27 H -1.05 2.41 -1.02

Its energy relative to the best compared isomer or geometry (same formula, charge and spin) is 314.96 kJ/mol. The HOMO-LUMO gap comes out at 7.5 eV.

4.
Below is a 2-piece molecular cluster, C7H13NO overall, with properties calculated with ωB97M-V with the def2-TZVPD basis set.

Geometry (Å):
1 C -0.47 2.15 -1.40
2 C -0.17 1.40 -0.11
3 C 0.16 -0.07 -0.32
4 C 1.53 -0.46 -0.87
5 C 1.19 -0.79 0.55
6 C 1.85 -0.12 1.72
7 C -0.97 -0.88 -0.74
8 N -1.82 -1.54 -1.18
9 H 0.39 2.11 -2.08
10 H -1.34 1.72 -1.92
11 H -0.69 3.20 -1.19
12 H 0.68 1.87 0.40
13 H -1.02 1.48 0.59
14 H 1.59 -1.25 -1.60
15 H 2.20 0.39 -1.04
16 H 0.95 -1.85 0.72
17 H 2.22 0.89 1.47
18 H 1.17 -0.04 2.58
19 H 2.72 -0.71 2.04
20 H -3.63 -2.60 0.03
21 O -3.72 -2.47 1.00
22 H -2.82 -2.42 1.34

The SMILES is CC[C@@]1(C#N)C[C@H]1C.O. Its energy relative to the best compared isomer or geometry (same formula, charge and spin) is 107.85 kJ/mol. The HOMO-LUMO gap comes out at 11.1 eV.

5.
Below is C20H39N2O2P3Pt as an isolated structure, with properties calculated with ωB97M-V with the def2-TZVPD basis set.

Geometry (Å):
1 P 3.42 -0.61 0.27
2 C 3.88 -0.94 1.99
3 H 4.89 -1.37 2.01
4 H 3.18 -1.65 2.45
5 H 3.89 -0.01 2.58
6 C 3.08 -2.16 -0.57
7 H 3.06 -2.01 -1.66
8 H 2.13 -2.60 -0.24
9 H 3.90 -2.85 -0.33
10 C 4.71 0.35 -0.53
11 H 5.63 -0.26 -0.56
12 H 4.92 1.27 0.04
13 H 4.42 0.62 -1.55
14 P -0.92 3.10 -1.08
15 C -0.75 3.29 0.70
16 H -1.15 4.26 1.02
17 H 0.30 3.22 0.99
18 H -1.31 2.50 1.20
19 C 0.06 4.42 -1.83
20 H 0.03 4.31 -2.92
21 H 1.10 4.31 -1.49
22 H -0.31 5.40 -1.53
23 C -2.67 3.35 -1.48
24 H -2.95 4.40 -1.34
25 H -3.27 2.71 -0.82
26 H -2.84 3.06 -2.53
27 P -2.62 -2.34 0.20
28 C -3.31 -2.58 1.85
29 H -3.91 -3.50 1.84
30 H -3.95 -1.74 2.13
31 H -2.50 -2.69 2.59
32 C -3.90 -2.63 -1.00
33 H -4.26 -3.66 -0.85
34 H -3.53 -2.53 -2.03
35 H -4.75 -1.94 -0.86
36 C -1.21 -3.42 0.00
37 H -1.55 -4.45 0.21
38 H -0.42 -3.14 0.71
39 H -0.83 -3.37 -1.03
40 Pt -0.33 1.18 -2.52
41 C 1.91 0.38 0.37
42 O 0.94 0.85 0.85
43 C -2.04 -0.61 0.25
44 O -1.61 0.35 0.75
45 C -1.46 0.19 -4.05
46 C -0.92 -0.75 -3.14
47 C 0.47 -0.74 -2.85
48 C 1.32 0.23 -3.45
49 C 0.77 1.17 -4.35
50 C -0.61 1.15 -4.64
51 H -2.54 0.25 -4.21
52 H -1.58 -1.44 -2.64
53 H 0.87 -1.42 -2.08
54 H 2.36 0.29 -3.15
55 H 1.39 1.99 -4.71
56 H -1.03 1.93 -5.26
57 C 1.25 -0.66 5.12
58 N 0.19 -0.44 4.15
59 C -0.84 0.56 4.41
60 C 0.23 -1.11 3.02
61 N 0.33 -1.77 2.05
62 H 0.99 -0.12 6.04
63 H 2.22 -0.29 4.75
64 H 1.35 -1.73 5.34
65 H -0.69 1.47 3.82
66 H -1.83 0.15 4.17
67 H -0.80 0.81 5.47

Its charge is +4. The expectation value of S² is 6.011. Its energy relative to the best compared isomer or geometry (same formula, charge and spin) is 0.00 kJ/mol. The HOMO-LUMO gap (spin up / spin down) comes out at 7.1 / 4.4 eV. The spin multiplicity is 5.

6.
Below is C4H9N3S as an isolated structure, with properties calculated with ωB97M-V with the def2-TZVPD basis set.

Geometry (Å):
1 C -1.52 -0.68 -0.17
2 C -0.42 0.06 0.17
3 C 1.79 -0.12 1.05
4 C 1.28 1.41 -0.83
5 N -2.54 -0.13 0.49
6 N -1.61 -1.88 -0.84
7 N 0.94 0.21 -0.17
8 S -1.50 1.10 1.28
9 H 2.68 0.43 1.00
10 H 1.24 0.11 1.97
11 H 2.01 -1.22 1.09
12 H 2.33 1.22 -0.94
13 H 0.73 1.62 -1.71
14 H 1.14 2.34 -0.26
15 H -3.50 -0.42 0.48
16 H -0.67 -1.98 -1.18
17 H -2.38 -2.07 -1.44

Its energy relative to the best compared isomer or geometry (same formula, charge and spin) is 303.02 kJ/mol. The HOMO-LUMO gap comes out at 7.9 eV.

7.
Below is C5H4CaLiO6 as an isolated structure, with properties calculated with ωB97M-V with the def2-TZVPD basis set.

Geometry (Å):
1 O 5.07 4.69 -1.54
2 C 4.27 3.88 -1.47
3 O 3.46 3.03 -1.43
4 O 1.31 -0.35 -0.48
5 Ca 2.14 1.35 -1.37
6 O -2.79 0.65 2.22
7 C -2.57 0.05 1.15
8 O -3.21 0.24 0.09
9 O -1.73 -1.00 1.21
10 C -1.23 -1.54 -0.01
11 C 0.50 -2.35 0.50
12 C 0.51 -0.93 0.24
13 Li -4.14 1.63 1.16
14 H -2.22 -1.95 -0.30
15 H -1.14 -1.77 -1.09
16 H 0.71 -3.04 -0.32
17 H 1.04 -2.58 1.43

Its charge is +2. The expectation value of S² is 0.753. Its energy relative to the best compared isomer or geometry (same formula, charge and spin) is 449.93 kJ/mol. The HOMO-LUMO gap (spin up / spin down) comes out at 6.9 / 6.9 eV. The spin multiplicity is 2.

8.
Below is C20H14BrN3O7Pt as an isolated structure, with properties calculated with ωB97M-V with the def2-TZVPD basis set.

Geometry (Å):
1 Pt 0.10 -0.34 -0.49
2 O -6.83 3.29 -2.24
3 C -5.52 3.31 -2.59
4 O -5.16 3.96 -3.52
5 C -4.58 2.48 -1.76
6 C -3.35 2.16 -2.32
7 C -2.43 1.42 -1.61
8 C -2.73 0.97 -0.33
9 C -3.95 1.32 0.24
10 C -4.86 2.06 -0.47
11 N -1.75 0.19 0.37
12 C -2.07 -0.50 1.39
13 C -1.03 -1.24 2.10
14 C -1.24 -1.86 3.31
15 C -0.18 -2.50 3.93
16 C 1.06 -2.49 3.32
17 C 1.20 -1.85 2.09
18 N 0.17 -1.25 1.51
19 H -6.99 2.65 -1.54
20 H -3.13 2.51 -3.32
21 H -1.48 1.18 -2.05
22 H -4.17 1.04 1.26
23 H -5.79 2.35 0.03
24 H -3.10 -0.57 1.72
25 H -2.23 -1.84 3.76
26 H -0.31 -3.00 4.88
27 H 1.92 -2.98 3.77
28 H 2.14 -1.83 1.56
29 O -0.26 -3.26 -0.90
30 N -0.70 -2.79 -1.95
31 O -1.02 -3.45 -2.92
32 O -0.99 -1.50 -1.98
33 Br 4.62 0.36 2.08
34 C 5.11 -0.15 0.32
35 C 6.46 -0.40 0.12
36 C 6.91 -0.80 -1.13
37 C 6.01 -0.95 -2.18
38 C 4.66 -0.72 -1.96
39 C 4.19 -0.31 -0.71
40 C 2.71 -0.11 -0.59
41 O 1.97 -0.71 -1.45
42 O 2.19 0.59 0.30
43 H 7.15 -0.29 0.94
44 H 7.96 -0.99 -1.28
45 H 6.35 -1.27 -3.16
46 H 3.94 -0.85 -2.76

The expectation value of S² is 2.006. The HOMO-LUMO gap (spin up / spin down) comes out at 6.2 / 7.4 eV. The spin multiplicity is 3.